Record 1
A molecular structure, C34H33Cl2CrN2P2. Source: the OMol25 dataset; level of theory: ωB97M-V/def2-TZVPD.

Last column: Löwdin spin population.
Element x y z (Å)
Cr (0.24, 0.79, -0.78)  3.629
C (-0.27, -2.26, -2.33)  0.001
P (-1.54, -0.92, -2.50)  0.026
C (-0.53, 0.53, -3.08)  0.009
C (-0.86, 1.83, -2.67)  0.026
C (-0.20, 2.94, -3.22)  0.014
C (0.77, 2.76, -4.19)  0.027
C (1.09, 1.47, -4.62)  0.006
C (0.46, 0.38, -4.07)  0.030
C (-2.36, -1.39, -4.07)  0.012
C (-2.43, -0.58, -5.19)  0.001
C (-3.14, -0.96, -6.32)  0.000
C (-3.80, -2.18, -6.34)  0.000
C (-3.76, -3.00, -5.22)  0.000
C (-3.06, -2.61, -4.10)  0.002
C (0.46, -2.26, -1.01)  0.013
C (1.11, -3.29, -0.37)  0.012
C (1.63, -2.77, 0.85)  0.011
C (1.25, -1.45, 0.90)  0.013
C (1.23, -0.49, 2.06)  0.003
P (1.25, 1.28, 1.54)  0.022
C (0.28, 2.21, 2.79)  0.004
C (-0.60, 1.59, 3.69)  0.001
C (-1.38, 2.35, 4.56)  0.000
C (-1.29, 3.73, 4.54)  0.001
C (-0.42, 4.36, 3.66)  0.000
C (0.35, 3.60, 2.79)  0.002
C (2.95, 1.91, 1.73)  0.003
C (3.88, 1.33, 2.58)  0.000
C (5.16, 1.86, 2.70)  0.000
C (5.51, 2.99, 1.98)  0.000
C (4.59, 3.58, 1.12)  0.000
C (3.32, 3.03, 0.99)  0.002
N (0.55, -1.12, -0.24)  0.025
H (0.41, -2.26, -3.19)  0.000
H (-0.86, -3.18, -2.42)  0.000
H (-1.73, 2.00, -2.06)  0.007
H (-0.48, 3.94, -2.91)  0.000
H (1.27, 3.62, -4.62)  0.001
H (1.82, 1.33, -5.41)  0.000
H (0.70, -0.62, -4.42)  0.001
H (-1.92, 0.38, -5.21)  0.000
H (-3.17, -0.31, -7.19)  0.000
H (-4.35, -2.49, -7.23)  0.000
H (-4.28, -3.95, -5.23)  0.000
H (-3.06, -3.26, -3.23)  0.000
H (1.21, -4.30, -0.73)  0.001
H (2.16, -3.31, 1.61)  0.001
H (2.03, -0.69, 2.78)  0.000
H (0.30, -0.62, 2.61)  0.000
H (-0.68, 0.52, 3.74)  0.000
H (-2.04, 1.85, 5.25)  0.000
H (-1.89, 4.33, 5.22)  0.000
H (-0.34, 5.44, 3.65)  0.000
H (1.03, 4.11, 2.12)  0.000
H (3.63, 0.45, 3.16)  0.000
H (5.87, 1.40, 3.37)  0.000
H (6.50, 3.41, 2.08)  0.000
H (4.86, 4.46, 0.55)  0.000
H (2.62, 3.48, 0.29)  0.002
Cl (3.18, -1.50, -2.59)  0.002
C (3.78, 0.08, -2.23)  0.011
Cl (2.54, 1.24, -1.57)  0.021
H (4.14, 0.57, -3.13)  0.000
H (4.53, 0.03, -1.45)  0.001
C (-4.91, 0.64, 0.76)  0.002
C (-3.70, 1.02, 1.63)  0.006
C (-2.45, 0.98, 0.86)  0.039
N (-1.48, 0.94, 0.25)  0.004
H (-5.79, 0.57, 1.40)  0.000
H (-4.75, -0.31, 0.26)  0.000
H (-5.09, 1.41, 0.01)  0.000
H (-3.57, 0.32, 2.46)  0.001
H (-3.78, 2.02, 2.06)  0.001

Calculated values
- Charge: +1
- Multiplicity: 5
- HOMO-LUMO gap (spin up / spin down): 6.963 / 6.825 eV

=====

Record 2
A molecular structure, C34H33ClF4N6S2SeSn. Source: the OMol25 dataset; level of theory: ωB97M-V/def2-TZVPD.

Last column: Mulliken charge in e.
Element x y z (Å)
Sn (0.20, 0.45, -0.10)  1.186
C (-0.04, 0.07, -3.71)  -0.803
N (-0.95, -0.76, -2.94)  0.305
C (-2.26, -0.24, -2.63)  -0.795
C (-0.79, -2.20, -3.00)  -1.084
C (0.13, -2.77, -1.86)  -0.380
N (-0.49, -2.47, -0.61)  0.383
C (-1.07, -3.35, 0.20)  -0.639
C (-1.92, -2.84, 1.23)  0.805
F (-2.12, -1.53, 1.30)  -0.281
C (-2.54, -3.65, 2.13)  0.038
F (-3.33, -3.11, 3.06)  -0.338
C (-2.35, -5.03, 2.11)  -0.383
C (-1.50, -5.56, 1.15)  0.106
F (-1.28, -6.87, 1.13)  -0.284
C (-0.89, -4.77, 0.21)  0.646
F (-0.10, -5.35, -0.67)  -0.292
H (-0.38, 0.13, -4.75)  0.367
H (0.97, -0.34, -3.69)  0.338
H (-0.04, 1.08, -3.29)  0.271
H (-2.95, -0.44, -3.46)  0.382
H (-2.21, 0.83, -2.47)  0.319
H (-2.65, -0.74, -1.73)  0.263
H (-0.30, -2.49, -3.93)  0.524
H (-1.76, -2.68, -2.92)  0.466
H (1.07, -2.22, -1.92)  -0.077
H (0.31, -3.82, -2.10)  0.546
H (-2.85, -5.67, 2.83)  0.546
S (1.30, -0.72, 2.28)  -0.228
C (0.13, -0.21, 3.37)  0.043
N (-0.34, -0.97, 4.34)  0.392
C (-1.35, -0.45, 5.28)  -0.801
C (-1.03, 0.97, 5.61)  -0.726
N (-0.96, 1.74, 4.36)  0.116
C (-1.60, 3.07, 4.43)  -1.675
C (-3.11, 2.95, 4.39)  0.812
C (-3.75, 2.28, 3.35)  -0.007
C (-5.14, 2.18, 3.35)  -0.837
C (-5.89, 2.75, 4.37)  -0.445
C (-5.25, 3.43, 5.40)  -0.665
C (-3.86, 3.52, 5.41)  -0.324
C (-0.42, 1.22, 3.28)  0.517
S (-0.27, 2.13, 1.86)  -0.304
C (0.10, -2.35, 4.61)  -1.566
C (0.90, -2.42, 5.89)  0.599
C (2.12, -1.77, 5.98)  -0.275
C (2.86, -1.83, 7.15)  -0.772
C (2.38, -2.56, 8.24)  -0.445
C (1.16, -3.20, 8.16)  -0.709
C (0.41, -3.13, 6.99)  -0.157
H (-1.31, -1.06, 6.19)  0.514
H (-2.34, -0.54, 4.85)  0.309
H (-0.07, 1.04, 6.14)  0.324
H (-1.81, 1.40, 6.23)  0.496
H (-1.21, 3.69, 3.62)  0.556
H (-1.30, 3.52, 5.37)  0.480
H (-3.18, 1.85, 2.54)  0.493
H (-5.63, 1.66, 2.54)  0.419
H (-6.96, 2.66, 4.37)  0.403
H (-5.82, 3.88, 6.20)  0.395
H (-3.36, 4.07, 6.21)  0.382
H (0.69, -2.69, 3.77)  0.683
H (-0.79, -2.98, 4.69)  0.365
H (2.51, -1.22, 5.13)  0.389
H (3.83, -1.34, 7.21)  0.425
H (2.97, -2.62, 9.15)  0.407
H (0.78, -3.76, 9.00)  0.405
H (-0.54, -3.64, 6.92)  0.405
Cl (4.33, 4.43, -1.64)  -0.166
C (3.94, 2.78, -1.46)  -0.161
C (4.83, 1.78, -1.82)  -0.155
C (4.46, 0.46, -1.66)  -0.979
C (3.21, 0.17, -1.14)  -0.090
N (2.36, 1.14, -0.78)  0.024
C (2.70, 2.42, -0.94)  -0.256
H (5.80, 2.05, -2.22)  0.469
H (5.12, -0.35, -1.94)  0.434
H (2.89, -0.85, -0.97)  0.539
H (1.98, 3.18, -0.66)  0.538
Se (-1.91, 4.74, -1.71)  -0.077
C (-0.98, 3.31, -1.37)  0.044
N (-0.35, 2.32, -1.17)  -0.695

Calculated values
- Charge: +2
- Multiplicity: 1
- HOMO-LUMO gap (spin up / spin down): 3.815 / 5.128 eV

=====

Record 3
A molecular structure, C34H33IrN5O5PS4 at a distorted geometry. Source: the OMol25 dataset; level of theory: ωB97M-V/def2-TZVPD.

Last column: Löwdin spin population.
Element x y z (Å)
Ir (0.44, 1.90, -2.47)  1.254
O (0.87, -4.97, -2.58)  0.021
C (0.02, -4.11, -2.92)  0.013
O (-1.27, -4.18, -2.98)  0.011
C (0.54, -2.77, -3.33)  0.141
C (1.62, -2.18, -2.63)  0.019
C (1.85, -0.85, -2.65)  0.117
N (0.87, 0.05, -3.31)  0.134
C (0.03, -0.52, -4.00)  0.061
C (-0.24, -1.83, -4.10)  0.050
C (-1.04, 0.50, -4.61)  0.016
C (-1.67, 0.24, -5.82)  0.005
C (-2.36, 1.33, -6.42)  0.018
C (-2.26, 2.61, -5.84)  0.011
C (-1.59, 2.76, -4.66)  0.023
N (-1.00, 1.74, -4.06)  0.044
C (2.60, 0.00, -1.75)  0.065
C (3.79, -0.64, -1.29)  0.032
C (4.73, 0.08, -0.60)  0.043
C (4.46, 1.49, -0.38)  0.073
C (3.19, 2.00, -0.79)  0.022
N (2.29, 1.29, -1.49)  0.111
H (2.28, -2.54, -1.96)  -0.002
H (-0.83, -2.28, -4.84)  0.003
H (-1.77, -0.69, -6.32)  0.000
H (-3.09, 1.12, -7.22)  0.001
H (-2.69, 3.51, -6.35)  0.001
H (-1.50, 3.81, -4.24)  0.005
H (4.12, -1.60, -1.64)  0.001
H (5.73, -0.19, -0.27)  0.001
H (5.25, 1.99, 0.12)  0.004
H (2.89, 2.95, -0.56)  0.001
O (-1.93, 1.23, 1.20)  0.015
S (-1.56, 1.61, -0.14)  0.014
O (-0.36, 0.90, -0.62)  0.098
O (-2.60, 1.62, -1.14)  0.006
S (-0.83, 3.57, 0.27)  0.117
S (4.46, 0.50, 3.61)  0.470
P (2.68, 1.06, 2.94)  0.342
S (-0.05, 3.95, -1.59)  0.460
C (1.33, 0.03, 3.62)  0.043
C (0.04, 0.62, 3.72)  0.021
C (-1.05, -0.13, 4.26)  -0.001
C (-0.83, -1.42, 4.76)  0.016
C (0.42, -1.99, 4.62)  0.000
C (1.47, -1.27, 4.12)  0.016
C (2.30, 2.74, 3.48)  0.052
C (2.36, 3.71, 2.54)  0.009
C (1.99, 5.01, 2.77)  0.001
C (1.57, 5.36, 4.02)  -0.001
C (1.54, 4.39, 5.04)  0.003
C (2.03, 3.11, 4.80)  0.008
H (-0.20, 1.54, 3.28)  0.001
H (-2.06, 0.31, 4.25)  0.000
H (-1.64, -1.99, 5.26)  0.001
H (0.52, -3.05, 5.00)  0.000
H (2.46, -1.71, 4.00)  0.002
H (2.64, 3.36, 1.49)  0.005
H (1.98, 5.72, 1.98)  0.000
H (1.23, 6.41, 4.22)  0.000
H (1.16, 4.67, 5.99)  0.001
H (2.09, 2.40, 5.56)  0.000
C (-2.93, -3.87, 0.49)  0.000
C (-1.45, -3.89, 0.09)  0.000
N (-1.01, -2.52, -0.11)  0.001
C (-1.87, -1.76, -1.03)  0.001
C (-3.28, -1.58, -0.36)  0.000
N (-3.33, -2.48, 0.84)  0.000
C (-2.38, -1.96, 1.87)  0.000
C (-1.03, -1.82, 1.20)  0.001
H (-3.19, -4.57, 1.33)  0.000
H (-3.61, -4.07, -0.37)  0.000
H (-1.31, -4.43, -0.84)  0.000
H (-0.87, -4.33, 0.88)  0.000
H (-1.94, -2.37, -1.94)  0.000
H (-1.34, -0.84, -1.32)  0.000
H (-4.05, -1.89, -1.00)  0.000
H (-3.49, -0.58, 0.05)  0.000
H (-4.27, -2.53, 1.15)  0.000
H (-2.39, -2.76, 2.68)  0.000
H (-2.71, -1.00, 2.16)  0.000
H (-0.22, -2.23, 1.80)  0.000
H (-0.75, -0.75, 1.07)  0.000

Calculated values
- Charge: 0
- Multiplicity: 5
- HOMO-LUMO gap (spin up / spin down): 4.847 / 5.341 eV

=====

Number 1: DFT total energy -110812.6645 eV. Number 2: DFT total energy -160958.8070 eV. Number 3: DFT total energy -108945.5865 eV.